3 unconnected molecules or ions with the total composition C16H28F6O8P in a non-equilibrium geometry. Source: OMol25; level of theory: wB97M-V/def2-TZVPD.

The calculation puts the maximum force at 2.72 eV/A. Its calculated total energy is -2168.9579 Eh. Its net charge is -1. The HOMO energy is -1.580 eV.

Each line ends with the Mulliken charge.
Cartesian coordinates (Å):
1 P 4.256 2.259 -0.994  0.77
2 F -7.443 0.774 2.788  -0.25
3 F -0.410 -3.056 0.582  -0.31
4 F -2.073 -2.357 1.742  -0.29
5 F -1.001 -0.997 0.477  -0.33
6 F -7.243 2.891 3.103  -0.26
7 F -6.545 1.510 4.588  -0.25
8 O 5.285 1.055 -1.615  -0.56
9 O 4.999 3.581 -0.975  -0.74
10 O -4.225 1.812 3.181  -0.51
11 O -0.027 -2.614 3.422  -0.34
12 O 1.646 -0.307 -4.741  -0.37
13 O -5.404 1.583 1.290  -0.32
14 O 0.866 -0.794 2.469  -0.49
15 O 3.949 1.771 0.566  -0.49
16 C 0.851 -2.445 4.544  -0.20
17 C 2.054 -1.519 -4.121  -0.56
18 C 0.100 -1.702 2.454  0.21
19 C 2.231 -1.173 -1.541  -0.56
20 C -5.262 1.700 2.606  0.38
21 C -4.185 1.599 0.520  -0.39
22 C 0.298 -1.421 5.513  -1.13
23 C 2.983 -1.293 -2.897  -0.44
24 C 2.778 2.293 -2.102  0.05
25 C 0.280 -0.349 -5.138  -0.77
26 C -0.852 -2.022 1.307  1.11
27 C 1.048 1.027 -0.633  0.28
28 C 0.948 -0.270 -1.544  0.67
29 C 1.396 2.364 -1.355  -1.49
30 C -6.631 1.715 3.278  0.88
31 C -3.534 0.233 0.509  -0.75
32 H -0.108 0.688 -5.122  0.24
33 H -2.664 0.234 -0.139  0.24
34 H 2.904 -0.836 -0.725  0.09
35 H 2.872 3.227 -2.691  0.42
36 H 2.765 1.453 -2.846  -0.04
37 H 0.245 -0.433 5.053  0.33
38 H -4.469 1.885 -0.492  0.34
39 H 0.917 -3.419 5.029  0.33
40 H -0.715 -1.690 5.816  0.31
41 H 0.927 -1.354 6.401  0.37
42 H 5.240 1.231 -2.558  0.30
43 H 3.985 0.809 0.534  0.30
44 H -3.505 2.365 0.893  0.34
45 H 0.033 1.175 -0.197  -0.10
46 H -0.345 -0.923 -4.430  0.34
47 H 0.611 0.051 -2.546  -0.10
48 H 1.711 0.779 0.219  -0.04
49 H 0.237 -0.737 -6.174  0.27
50 H 3.682 -0.466 -3.102  -0.04
51 H 1.219 -2.173 -3.801  0.28
52 H 2.629 -2.092 -4.885  0.42
53 H -3.222 -0.060 1.509  0.25
54 H 3.617 -2.207 -2.831  0.47
55 H 1.924 -2.206 -1.259  0.38
56 H 1.855 -2.180 4.209  0.31
57 H -4.238 -0.524 0.156  0.31
58 H 0.123 -0.900 -1.127  -0.03
59 H 0.639 2.450 -2.181  0.13